DFT (ωB97M-V with the def2-TZVPD basis set) results for a molecular structure, C45H53BN6O3PS4Ti.

The geometry in ORCA input format:
```
! wB97M-V def2-TZVPD RIJCOSX def2/J DEFGRID3
* xyz 3 1
Ti 0.15223 -1.62848 -0.54277
C -0.57306 -0.37099 4.80105
C -0.49024 0.58783 3.66219
C -0.65826 1.94693 3.81172
C -0.54916 2.81455 2.71093
N -0.26986 2.35009 1.49762
N -0.12223 1.04738 1.33572
B 0.37291 0.51491 -0.06841
N -0.56309 0.92487 -1.27947
N -1.47387 1.86252 -1.04608
C -2.34135 2.16509 -1.99746
C -2.33377 1.47522 -3.22524
C -1.39644 0.50651 -3.47883
C -1.35157 -0.25128 -4.76198
C -0.47729 0.24648 -2.44084
S 0.80988 -0.93140 -2.63701
C -3.29958 3.30760 -1.69786
C -4.41678 3.40003 -2.73882
C -2.46681 4.59823 -1.74391
C -3.91859 3.09258 -0.31276
N 1.83930 0.93833 -0.28649
N 1.99736 2.23935 -0.53664
C 3.19823 2.69004 -0.81841
C 4.30465 1.80879 -0.84378
C 4.15505 0.47721 -0.55233
C 5.29227 -0.48453 -0.55218
C 2.83191 0.04430 -0.27750
S 2.49033 -1.63678 0.04653
C 3.30796 4.18557 -1.07537
C 3.20130 4.88787 0.28637
C 2.15738 4.62225 -1.98915
C 4.64217 4.55100 -1.72568
C -0.22063 0.17865 2.34824
S 0.15311 -1.51514 1.97602
C -0.68958 4.31036 2.91143
C 0.53732 4.77875 3.71142
C -0.76608 5.05376 1.58386
C -1.97499 4.58910 3.70837
H -0.62772 0.17088 5.74142
H -1.46011 -0.99827 4.71492
H 0.30141 -1.02231 4.82707
H -0.85975 2.35902 4.79060
H -3.07398 1.71861 -3.97299
H -1.91837 0.27129 -5.52850
H -0.33062 -0.39101 -5.11422
H -1.79177 -1.24159 -4.62804
H -4.03378 3.58936 -3.74146
H -5.03703 2.50277 -2.75781
H -5.06654 4.23664 -2.48744
H -2.11216 4.79365 -2.75641
H -3.08362 5.44260 -1.43879
H -1.60216 4.53738 -1.08694
H -4.56522 2.21464 -0.30611
H -3.15261 2.96420 0.44982
H -4.52700 3.95689 -0.04928
H 5.28356 2.19297 -1.09227
H 6.22121 0.02341 -0.79806
H 5.40032 -0.95384 0.42650
H 5.12372 -1.27973 -1.27997
H 2.26683 4.63083 0.78546
H 4.02929 4.61111 0.94029
H 3.23385 5.96719 0.14583
H 1.18963 4.40006 -1.54167
H 2.21815 5.69632 -2.15765
H 2.21599 4.12820 -2.95958
H 5.49314 4.32681 -1.08258
H 4.78237 4.05188 -2.68539
H 4.66175 5.62335 -1.91186
H 1.46206 4.58936 3.16576
H 0.46195 5.85145 3.88335
H 0.60429 4.29564 4.68610
H 0.07438 4.83036 0.92759
H -1.68216 4.80418 1.05606
H -0.77371 6.12483 1.78030
H -1.94862 4.17977 4.71766
H -2.09993 5.66610 3.80809
H -2.85436 4.19731 3.19584
O -3.60966 -1.60361 1.55677
S -2.45043 -2.30425 1.16651
O -1.34652 -2.20350 2.34206
O -1.77214 -1.77410 -0.05001
C -2.62534 -4.02836 1.04265
C -3.84288 -4.54932 1.45768
C -3.98607 -5.93031 1.54259
C -2.91265 -6.74789 1.24845
C -1.69862 -6.20793 0.82979
C -1.52119 -4.83641 0.71309
P 0.03331 -4.23698 -0.07127
C -0.08703 -5.00530 -1.70002
C 0.45407 -6.26896 -1.94414
C 0.25111 -6.87974 -3.17079
C -0.49751 -6.24535 -4.15140
C -1.05306 -4.99682 -3.90730
C -0.84750 -4.37763 -2.68433
C 1.39826 -4.96199 0.84067
C 2.64044 -5.10252 0.22159
C 3.72827 -5.53309 0.96297
C 3.58625 -5.81165 2.31538
C 2.35412 -5.65629 2.93673
C 1.25904 -5.22740 2.20382
H -4.65770 -3.88847 1.71613
H -4.92955 -6.35643 1.85220
H -3.01297 -7.82122 1.33121
H -0.88594 -6.87773 0.57758
H 1.03808 -6.77655 -1.18814
H 0.67488 -7.85593 -3.35943
H -0.65524 -6.72894 -5.10514
H -1.65079 -4.51266 -4.66547
H -1.31512 -3.41377 -2.50232
H 2.76219 -4.89087 -0.83409
H 4.68767 -5.65969 0.48124
H 4.43683 -6.15801 2.88538
H 2.24378 -5.88210 3.98785
H 0.29687 -5.12808 2.69338
*
```

Its energy above the lowest of the compared OMol25 structures with the same formula, charge and spin is 2.060 eV. The calculation puts the LUMO energy at -8.84 eV. As for the HOMO-LUMO gap: 7.0 eV.